No. 1
# C3H11N3

2 unconnected molecules or ions with the total composition C3H11N3 (wB97M-V/def2-TZVPD, the Open Molecules 2025 dataset).

Cartesian coordinates (Å):
H (-0.495, -4.861, -2.216)
N (-0.637, -3.879, -2.437)
C (-0.098, -3.201, -1.508)
N (-0.248, -1.834, -1.367)
H (0.683, -3.645, -0.885)
H (-0.635, -1.545, -0.475)
H (-0.971, -1.517, -2.014)
C (-0.702, 1.960, 0.349)
N (0.618, 1.457, 0.775)
C (1.174, 2.370, 1.771)
H (-1.265, 2.446, 1.157)
H (-1.356, 1.160, 0.000)
H (-0.522, 2.676, -0.448)
H (0.431, 0.560, 1.208)
H (0.746, 2.249, 2.773)
H (2.248, 2.215, 1.882)
H (1.029, 3.389, 1.437)

Cartesian forces, eV/Å:
H 0.517 -0.036 -0.615
N -0.732 0.156 0.672
C 0.587 -0.590 -0.339
N -1.035 0.733 -0.416
H -0.389 0.095 0.622
H 0.718 -0.256 0.379
H 0.330 -0.114 -0.316
C 0.261 -0.048 0.120
N -0.994 -0.004 0.228
C 0.545 -0.463 0.174
H 0.114 0.124 0.037
H 0.255 -0.077 -0.279
H -0.330 0.139 -0.138
H 0.423 -0.020 0.074
H -0.244 0.163 -0.061
H 0.026 -0.040 -0.110
H -0.053 0.239 -0.030

As for the LUMO energy: 0.7972 eV. The calculated total energy is -7758.620 eV. Its HOMO energy is -9.083 eV. Its SMILES is [H]/N=C/N.CNC. For the HOMO-LUMO gap, the calculation gives 9.881 eV.



No. 2
# C3H11N3

2 unconnected molecules or ions with the total composition C3H11N3 (wB97M-V/def2-TZVPD, the Open Molecules 2025 dataset).

Cartesian coordinates (Å):
C (2.358, 0.972, 0.401)
C (2.061, -0.627, -1.253)
N (1.666, -0.202, -0.135)
H (1.688, 1.659, 0.889)
H (3.080, 0.551, 1.107)
H (2.974, 1.469, -0.361)
H (1.693, -1.585, -1.618)
H (2.755, -0.089, -1.898)
N (-1.958, 0.890, -0.139)
C (-1.400, -0.385, 0.331)
N (-2.477, -1.149, 0.877)
H (-1.965, 0.984, -1.154)
H (-2.907, 1.039, 0.209)
H (-0.654, -0.224, 1.101)
H (-0.905, -0.951, -0.467)
H (-3.269, -1.309, 0.261)
H (-2.742, -1.040, 1.851)

Cartesian forces, eV/Å:
C 0.769 -0.745 -0.603
C -0.273 -0.198 -0.170
N 0.041 0.192 0.196
H -0.194 0.180 0.195
H -0.229 0.320 0.317
H -0.297 0.172 0.037
H -0.134 0.098 -0.088
H 0.296 0.026 0.070
N -0.576 -1.251 -0.650
C 0.121 -0.211 1.008
N -0.401 0.673 -0.632
H 0.157 0.180 0.033
H 0.262 0.543 0.303
H 0.203 0.056 0.011
H -0.044 0.372 -0.114
H 0.058 -0.236 0.033
H 0.243 -0.170 0.055

As for the LUMO energy (alpha / beta): -3.3660 / -8.3165 eV. The calculated total energy is -7749.979 eV. Its HOMO energy (alpha / beta) is -13.108 / -13.105 eV. The charge is +1. As for the spin multiplicity: 2. For the HOMO-LUMO gap (alpha / beta), the calculation gives 9.742 / 4.789 eV.



No. 3
# C3H11N3

A molecular structure, C3H11N3 (wB97M-V/def2-TZVPD, the Open Molecules 2025 dataset).

Cartesian coordinates (Å):
C (-1.205, 0.506, 1.261)
C (-0.094, 1.214, -1.052)
C (0.484, -2.083, -0.740)
N (-0.082, 1.311, 1.497)
N (-0.148, 0.604, 0.201)
N (0.846, -0.448, 0.202)
H (-1.293, -0.373, 1.887)
H (-2.260, 0.965, 0.889)
H (-0.661, 2.094, -1.150)
H (0.987, 1.390, -1.272)
H (-0.536, 0.503, -1.940)
H (-0.060, -2.061, -1.654)
H (1.399, -2.523, -0.792)
H (0.019, -2.556, 0.095)
H (-0.028, 2.326, 1.425)
H (1.776, -0.009, 0.002)
H (0.855, -0.861, 1.142)

Cartesian forces, eV/Å:
C -3.699 1.909 -1.484
C -0.103 -1.015 -5.052
C -1.178 1.654 2.139
N 1.302 -0.347 -0.365
N 0.785 -1.873 3.080
N -0.073 -2.318 -0.774
H 0.119 -0.384 -0.295
H 2.583 -1.049 0.937
H -0.650 1.266 0.340
H -0.915 0.247 -0.036
H 1.113 1.443 2.391
H -0.477 1.042 -0.589
H 3.126 -0.467 -0.488
H -0.996 -0.087 0.409
H -0.599 0.204 -0.292
H -0.673 -0.557 0.056
H 0.335 0.334 0.022

As for the LUMO energy: -9.2617 eV. The calculated total energy is -7735.805 eV. Its HOMO energy is -20.878 eV. The charge is +2. For the HOMO-LUMO gap, the calculation gives 11.617 eV.



No. 4
# C3H11N3O

2 unconnected molecules or ions with the total composition C3H11N3O (wB97M-V/def2-TZVPD, the Open Molecules 2025 dataset).

Cartesian coordinates (Å):
C (-1.983, -0.816, 0.714)
N (-1.106, -1.866, 0.184)
C (0.269, -1.634, 0.585)
N (0.950, -0.673, -0.319)
H (-2.984, -0.885, 0.300)
H (-2.023, -0.897, 1.809)
H (-1.587, 0.169, 0.475)
H (-1.418, -2.786, 0.444)
H (0.820, -2.576, 0.517)
H (0.341, -1.305, 1.628)
H (1.399, -1.236, -1.042)
H (0.177, -0.242, -0.814)
N (1.732, 2.277, -0.315)
C (0.661, 2.692, -1.033)
O (-0.378, 2.072, -1.131)
H (1.721, 1.307, 0.001)
H (2.616, 2.722, -0.495)
H (0.793, 3.676, -1.506)

Cartesian forces, eV/Å:
C 0.229 -0.466 0.407
N 0.115 0.611 -0.261
C 0.482 -0.590 -0.334
N -0.332 -0.585 0.151
H -0.081 -0.079 -0.043
H -0.247 0.212 0.009
H 0.048 0.008 -0.175
H -0.081 -0.070 0.135
H -0.135 -0.015 0.150
H -0.006 0.287 -0.003
H 0.006 0.192 0.139
H 0.078 0.565 -0.146
N -0.018 0.043 -0.198
C -0.032 -0.221 0.198
O -0.104 0.059 -0.031
H 0.016 -0.018 -0.088
H -0.003 -0.005 0.142
H 0.066 0.072 -0.054

As for the LUMO energy: 1.1055 eV. The calculated total energy is -9807.197 eV. Its HOMO energy is -8.924 eV. Its SMILES is CNCN.NC=O. For the HOMO-LUMO gap, the calculation gives 10.029 eV.



No. 5
# C3H11N3O

2 unconnected molecules or ions with the total composition C3H11N3O (wB97M-V/def2-TZVPD, the Open Molecules 2025 dataset).

Cartesian coordinates (Å):
C (0.372, 0.769, -1.124)
C (-1.182, 0.274, 1.463)
C (1.129, 1.827, -0.404)
N (-0.937, -0.524, 0.264)
H (-1.775, -0.996, -0.073)
H (-0.604, 1.051, -1.497)
H (0.927, 0.135, -1.796)
H (-1.767, 1.151, 1.181)
H (-1.720, -0.293, 2.227)
H (-0.221, 0.590, 1.859)
H (2.101, 1.471, -0.074)
H (1.266, 2.694, -1.069)
H (0.588, 2.199, 0.468)
N (-0.153, -2.467, -0.607)
N (0.074, -1.500, 0.447)
O (1.223, -0.868, 0.369)
H (0.230, -3.335, -0.251)
H (0.448, -2.179, -1.383)

Cartesian forces, eV/Å:
C -0.050 -0.193 0.205
C 0.053 -0.129 -0.084
C 0.039 0.043 0.036
N 0.231 -0.045 -0.084
H 0.087 0.003 0.060
H 0.013 0.013 -0.003
H 0.018 -0.005 -0.001
H 0.017 -0.025 0.007
H 0.032 0.029 -0.042
H -0.002 -0.009 -0.011
H -0.031 0.005 -0.023
H -0.024 -0.094 0.035
H 0.000 -0.032 -0.031
N 0.144 0.328 0.257
N -0.178 0.062 -0.171
O -0.345 -0.019 -0.216
H -0.001 0.045 -0.017
H -0.003 0.021 0.083

As for the LUMO energy (alpha / beta): 0.6239 / 0.1863 eV. The calculated total energy is -9801.254 eV. Its HOMO energy (alpha / beta) is -7.752 / -7.273 eV. For the HOMO-LUMO gap (alpha / beta), the calculation gives 8.376 / 7.460 eV.



No. 6
# C3H11N3O

2 unconnected molecules or ions with the total composition C3H11N3O (wB97M-V/def2-TZVPD, the Open Molecules 2025 dataset).

Cartesian coordinates (Å):
C (0.388, -2.257, -0.188)
C (1.001, -0.865, -0.169)
N (0.340, 0.035, 0.782)
N (0.626, -0.320, 2.147)
H (-0.684, -2.214, -0.410)
H (0.866, -2.865, -0.963)
H (0.521, -2.772, 0.769)
H (0.889, -0.434, -1.171)
H (2.078, -0.920, 0.028)
H (0.630, 0.997, 0.589)
H (1.591, -0.623, 2.295)
H (0.027, -1.092, 2.457)
N (-0.829, 2.178, -1.449)
C (-1.903, 2.286, -0.622)
O (-2.938, 1.660, -0.787)
H (-0.882, 1.500, -2.198)
H (0.023, 2.700, -1.309)
H (-1.745, 3.005, 0.198)

Cartesian forces, eV/Å:
C -0.008 -0.096 0.015
C -0.344 0.210 -0.252
N 0.351 -0.733 0.262
N -0.188 0.276 -0.022
H 0.157 0.085 0.078
H -0.026 0.053 0.137
H -0.018 0.051 -0.117
H -0.001 0.095 0.116
H 0.147 -0.112 0.057
H -0.083 -0.498 0.563
H -0.086 0.095 -0.314
H 0.113 0.541 -0.465
N 0.057 -0.063 -0.083
C -0.685 -0.602 -0.388
O 0.906 0.638 0.278
H 0.057 0.195 0.132
H -0.266 -0.083 -0.006
H -0.084 -0.052 0.011

As for the LUMO energy: 0.7379 eV. The calculated total energy is -9806.319 eV. Its HOMO energy is -9.334 eV. Its SMILES is CCNN.NC=O. For the HOMO-LUMO gap, the calculation gives 10.071 eV.



No. 7
# C3H11N3O

2 unconnected molecules or ions with the total composition C3H11N3O (wB97M-V/def2-TZVPD, the Open Molecules 2025 dataset).

Cartesian coordinates (Å):
C (-0.795, 1.488, 1.038)
C (1.512, 0.686, 0.188)
C (0.123, 0.383, 0.635)
N (0.507, -1.987, 0.599)
N (-0.287, -0.850, 0.843)
H (1.453, -1.825, 0.926)
H (0.500, -2.128, -0.417)
H (-0.738, 2.308, 0.324)
H (-1.825, 1.138, 1.095)
H (2.237, 0.527, 0.994)
H (1.785, 0.034, -0.646)
H (1.590, 1.723, -0.133)
H (-0.500, 1.866, 2.025)
N (-1.507, -0.347, -1.276)
O (-0.501, -1.182, -2.001)
H (-0.022, -0.557, -2.561)
H (-2.263, -0.304, -1.969)
H (-1.268, -0.973, 0.338)

Cartesian forces, eV/Å:
C -0.088 -0.076 -0.176
C 0.050 -0.017 0.090
C -0.074 -0.723 0.396
N 0.114 0.018 -0.071
N -0.316 0.722 -0.720
H -0.036 0.061 -0.057
H -0.003 0.009 0.056
H 0.025 -0.040 0.024
H 0.077 -0.046 -0.011
H -0.041 0.007 -0.056
H -0.051 -0.028 0.081
H -0.037 -0.038 0.068
H 0.044 -0.069 -0.096
N 0.072 -0.050 0.053
O 0.021 0.172 0.103
H -0.146 -0.094 0.137
H 0.068 -0.185 0.228
H 0.323 0.377 -0.053

As for the LUMO energy (alpha / beta): 0.4895 / 0.4896 eV. The calculated total energy is -9802.164 eV. Its HOMO energy (alpha / beta) is -6.996 / -6.997 eV. For the HOMO-LUMO gap (alpha / beta), the calculation gives 7.486 / 7.486 eV.



No. 8
# C3H11N3O

2 unconnected molecules or ions with the total composition C3H11N3O (wB97M-V/def2-TZVPD, the Open Molecules 2025 dataset).

Cartesian coordinates (Å):
C (-0.629, -0.635, -0.097)
C (1.693, -0.315, -0.578)
C (0.486, 1.032, 1.105)
N (-0.711, -1.803, 0.512)
N (-2.744, 0.215, -0.084)
N (0.441, 0.269, -0.215)
O (-0.010, 1.162, -1.318)
H (1.888, -0.355, -1.699)
H (2.552, 0.358, -0.299)
H (1.884, -1.453, -0.181)
H (1.151, 0.376, 1.866)
H (1.153, 1.899, 0.987)
H (-0.497, 1.416, 1.422)
H (-1.561, -2.217, 0.806)
H (0.077, -2.358, 0.886)
H (-3.193, -0.444, -0.815)
H (-2.771, 1.094, -0.549)
H (0.790, 1.757, -1.750)

Cartesian forces, eV/Å:
C -5.442 -2.009 1.738
C 4.722 -2.854 -1.316
C 2.311 -0.342 2.068
N 2.932 2.980 -1.232
N 1.328 -3.633 -0.304
N -0.340 1.883 -1.116
O 1.667 1.046 -0.299
H -1.148 -0.253 1.222
H -0.989 -0.729 0.499
H -0.590 3.065 -0.664
H -2.201 1.142 -1.536
H -0.291 -0.165 -0.600
H 0.312 -0.759 -0.117
H -1.752 -0.136 -0.268
H 0.118 0.518 -0.322
H 0.869 0.898 1.168
H 0.561 1.508 -0.833
H -2.067 -2.161 1.911

As for the LUMO energy (alpha / beta): -11.2035 / -10.6378 eV. The calculated total energy is -9781.176 eV. Its HOMO energy (alpha / beta) is -20.543 / -20.060 eV. The charge is +2. For the HOMO-LUMO gap (alpha / beta), the calculation gives 9.339 / 9.422 eV.



No. 9
# C3H11N3O2

2 unconnected molecules or ions with the total composition C3H11N3O2 (wB97M-V/def2-TZVPD, the Open Molecules 2025 dataset).

Cartesian coordinates (Å):
C (0.126, -1.076, -0.907)
N (-0.228, -0.326, 0.414)
C (-0.989, -0.577, 1.563)
N (-2.007, -1.612, 1.515)
O (-0.917, 0.092, 2.566)
C (1.666, -1.099, -0.941)
N (2.332, 0.199, -1.129)
H (-0.545, -0.738, -1.748)
H (-0.390, -2.120, -0.732)
H (0.609, 0.258, 0.583)
H (-2.718, -1.751, 2.231)
H (-2.475, -1.424, 0.608)
H (2.110, -1.502, 0.050)
H (1.857, -1.920, -1.611)
H (3.027, 0.336, -0.414)
H (3.011, 0.238, -1.928)
H (0.375, 4.299, -2.305)
H (0.136, 2.861, -1.771)
O (-0.396, 3.676, -2.172)

Cartesian forces, eV/Å:
C -2.804 -1.303 2.946
N 0.456 -0.169 -0.466
C -1.006 -0.371 -0.318
N 0.475 0.493 -3.124
O 0.907 0.366 0.528
C 0.280 -0.873 1.142
N 0.354 0.002 -1.471
H 1.510 0.480 0.634
H 1.658 1.239 -0.273
H -1.218 -0.017 0.452
H 0.854 0.934 0.194
H 0.179 -0.854 0.761
H -1.384 0.404 -1.242
H 0.828 0.078 -0.924
H 0.099 0.022 1.131
H -1.243 -0.342 0.024
H -1.316 -0.863 0.127
H -1.725 2.192 -1.158
O 3.098 -1.419 1.037

As for the LUMO energy (alpha / beta): 3.5698 / 3.4337 eV. The calculated total energy is -11852.721 eV. Its HOMO energy (alpha / beta) is 0.845 / -5.983 eV. The charge is -1. As for the spin multiplicity: 2. For the HOMO-LUMO gap (alpha / beta), the calculation gives 2.725 / 9.417 eV.



No. 10
# C3H11N3O2

3 unconnected molecules or ions with the total composition C3H11N3O2 (wB97M-V/def2-TZVPD, the Open Molecules 2025 dataset).

Cartesian coordinates (Å):
C (-1.275, 0.734, -0.229)
C (0.705, -0.596, -1.310)
C (1.844, -0.806, -0.597)
O (-0.531, 1.918, -0.292)
O (-1.895, 0.371, -1.419)
H (-1.085, 2.612, -0.675)
H (-1.248, 0.375, -2.139)
H (-2.153, 0.885, 0.406)
H (0.658, 0.266, -1.962)
H (0.004, -1.405, -1.472)
H (1.423, 0.295, 1.056)
H (2.041, -1.756, -0.117)
H (2.655, -0.096, -0.625)
N (-0.532, -1.330, 1.661)
N (-0.509, 0.010, 1.460)
N (0.689, 0.531, 1.764)
H (0.098, -1.872, 1.073)
H (-1.481, -1.681, 1.633)
H (0.593, 1.544, 1.783)

Cartesian forces, eV/Å:
C -1.406 0.991 2.648
C 2.371 -0.899 0.331
C -1.294 -0.052 -1.473
O 0.191 -0.239 -0.480
O 0.904 -0.306 -0.483
H -0.014 -0.099 0.049
H -0.165 -0.128 0.096
H 0.140 -0.090 -0.039
H -0.110 0.142 0.231
H -0.201 0.142 0.246
H -0.415 0.038 0.641
H -0.041 0.049 0.183
H 0.079 0.172 0.121
N 0.044 -0.758 -0.080
N -1.435 0.678 -1.181
N 1.263 0.509 -0.531
H -0.048 0.009 -0.023
H 0.141 0.111 -0.178
H -0.003 -0.271 -0.077

As for the LUMO energy: 0.6706 eV. The calculated total energy is -11849.027 eV. Its HOMO energy is -7.482 eV. For the HOMO-LUMO gap, the calculation gives 8.152 eV.



Repeat the eighth record exactly.
# C3H11N3O

2 unconnected molecules or ions with the total composition C3H11N3O (wB97M-V/def2-TZVPD, the Open Molecules 2025 dataset).

Cartesian coordinates (Å):
C (-0.629, -0.635, -0.097)
C (1.693, -0.315, -0.578)
C (0.486, 1.032, 1.105)
N (-0.711, -1.803, 0.512)
N (-2.744, 0.215, -0.084)
N (0.441, 0.269, -0.215)
O (-0.010, 1.162, -1.318)
H (1.888, -0.355, -1.699)
H (2.552, 0.358, -0.299)
H (1.884, -1.453, -0.181)
H (1.151, 0.376, 1.866)
H (1.153, 1.899, 0.987)
H (-0.497, 1.416, 1.422)
H (-1.561, -2.217, 0.806)
H (0.077, -2.358, 0.886)
H (-3.193, -0.444, -0.815)
H (-2.771, 1.094, -0.549)
H (0.790, 1.757, -1.750)

Cartesian forces, eV/Å:
C -5.442 -2.009 1.738
C 4.722 -2.854 -1.316
C 2.311 -0.342 2.068
N 2.932 2.980 -1.232
N 1.328 -3.633 -0.304
N -0.340 1.883 -1.116
O 1.667 1.046 -0.299
H -1.148 -0.253 1.222
H -0.989 -0.729 0.499
H -0.590 3.065 -0.664
H -2.201 1.142 -1.536
H -0.291 -0.165 -0.600
H 0.312 -0.759 -0.117
H -1.752 -0.136 -0.268
H 0.118 0.518 -0.322
H 0.869 0.898 1.168
H 0.561 1.508 -0.833
H -2.067 -2.161 1.911

As for the LUMO energy (alpha / beta): -11.2035 / -10.6378 eV. The calculated total energy is -9781.176 eV. Its HOMO energy (alpha / beta) is -20.543 / -20.060 eV. The charge is +2. For the HOMO-LUMO gap (alpha / beta), the calculation gives 9.339 / 9.422 eV.